No. 1
DFT (ωB97M-V/def2-TZVPD) results for C39H44FN8O9SSiY as an isolated structure.

- Maximum force: 1.30 eV Å⁻¹
- DFT total energy: -3454.0209 Ha
- Frontier orbital gap: 5.192 eV
- LUMO level: 3.39 eV
- ΔE to the lowest compared entry with this formula, charge and spin: 0.984 eV
- Highest occupied orbital energy: -1.80 eV
- Net charge: -2

Last column: Löwdin charge in e.
Cartesian coordinates (Å):
Y: -0.047 -0.385 -0.050  1.352
N: 5.726 5.462 2.659  0.067
C: 5.049 4.228 2.624  -0.340
C: 4.373 3.829 1.475  -0.030
C: 3.731 2.605 1.428  -0.052
C: 3.750 1.767 2.532  -0.286
C: 4.433 2.150 3.676  -0.058
C: 5.084 3.374 3.718  -0.047
S: 2.944 0.193 2.470  0.566
O: 3.630 -0.603 1.492  -0.299
O: 2.876 -0.266 3.836  -0.318
N: 1.507 0.522 1.864  -0.154
C: 0.634 1.278 2.562  -0.475
N: 0.949 1.969 3.665  0.145
C: -0.043 2.672 4.184  -0.143
C: -1.327 2.717 3.653  -0.067
C: -1.543 1.959 2.510  -0.114
N: -0.574 1.246 1.971  0.055
H: 5.324 6.138 2.024  0.074
H: 5.771 5.855 3.589  0.073
H: 4.347 4.479 0.609  0.107
H: 3.210 2.301 0.531  0.084
H: 4.419 1.502 4.537  0.106
H: 5.614 3.669 4.617  0.100
H: 0.192 3.237 5.082  0.099
H: -2.119 3.296 4.102  0.083
H: -2.513 1.907 2.031  0.104
C: -5.723 1.312 -4.432  -0.045
C: -5.074 2.672 -4.240  -0.315
C: -4.516 3.198 -5.553  -0.156
C: -3.886 4.560 -5.357  -0.141
C: -2.829 4.491 -4.293  -0.143
C: -1.781 5.380 -4.252  0.037
C: -0.806 5.278 -3.263  -0.260
F: 0.191 6.201 -3.262  0.044
C: -0.818 4.276 -2.338  0.049
C: -1.871 3.352 -2.366  -0.037
C: -1.862 2.215 -1.415  -0.287
O: -0.805 1.893 -0.841  -0.072
C: -3.144 1.615 -1.215  -0.028
C: -4.110 1.832 -2.144  0.032
N: -3.982 2.612 -3.245  0.024
C: -2.896 3.480 -3.307  -0.073
C: -3.479 0.770 -0.012  -0.650
O: -4.606 0.903 0.486  -0.006
O: -2.566 0.006 0.387  -0.144
H: -6.369 1.349 -5.311  0.079
H: -6.338 1.005 -3.591  0.074
H: -4.967 0.544 -4.592  0.104
H: -5.822 3.392 -3.874  0.154
H: -5.328 3.241 -6.283  0.117
H: -3.776 2.486 -5.931  0.137
H: -4.661 5.282 -5.072  0.123
H: -3.439 4.924 -6.286  0.118
H: -1.699 6.166 -4.992  0.124
H: -0.032 4.165 -1.609  0.134
H: -5.058 1.337 -2.003  0.134
O: -0.110 -5.453 3.656  0.101
C: -1.150 -4.697 3.972  -0.518
O: -1.931 -5.014 4.843  0.057
C: -1.320 -3.441 3.203  -0.051
C: -2.384 -2.567 3.367  0.005
N: -2.210 -1.553 2.508  0.046
N: -1.101 -1.722 1.785  0.021
C: -0.550 -2.848 2.182  -0.122
C: 0.670 -3.254 1.404  -0.548
O: 1.221 -4.323 1.721  0.035
O: 0.984 -2.470 0.471  -0.124
H: 0.433 -5.047 2.898  0.063
H: -3.236 -2.625 4.017  0.128
H: -2.844 -0.834 2.152  0.137
N: -2.092 -1.902 -2.527  -0.064
C: -1.392 -1.485 -1.701  -0.376
C: 3.638 1.081 -1.736  -0.249
Si: 2.135 -0.046 -2.153  0.692
C: 3.020 -1.728 -2.603  -0.662
C: 3.745 -2.217 -1.339  -0.128
C: 4.075 -1.688 -3.715  -0.128
C: 1.971 -2.773 -2.987  -0.119
C: 1.497 0.785 -3.841  -0.645
C: 2.358 0.618 -5.096  -0.126
C: 0.085 0.333 -4.202  -0.135
C: 1.420 2.289 -3.561  -0.143
H: 4.362 1.129 -2.554  0.015
H: 4.159 0.718 -0.848  0.004
H: 3.316 2.101 -1.532  -0.007
H: 4.551 -1.542 -1.045  0.065
H: 4.194 -3.198 -1.547  0.075
H: 3.090 -2.337 -0.481  0.042
H: 4.809 -0.892 -3.575  0.062
H: 3.651 -1.576 -4.712  0.045
H: 4.632 -2.633 -3.710  0.067
H: 1.233 -2.926 -2.198  0.052
H: 2.453 -3.741 -3.173  0.074
H: 1.428 -2.500 -3.894  0.062
H: 2.268 -0.383 -5.524  0.061
H: 3.416 0.813 -4.925  0.065
H: 2.014 1.321 -5.868  0.068
H: 0.005 -0.740 -4.373  0.056
H: -0.248 0.843 -5.120  0.071
H: -0.644 0.557 -3.422  0.037
H: 2.402 2.759 -3.535  0.070
H: 0.937 2.484 -2.604  0.036
H: 0.839 2.794 -4.346  0.076

=====

No. 2
DFT (ωB97M-V/def2-TZVPD) results for C39H44N3O4Re as an isolated structure.

- Maximum force: 1.96 eV Å⁻¹
- DFT total energy: -2055.8885 Ha
- Frontier orbital gap (alpha / beta): 6.268 / 6.649 eV
- LUMO level (alpha / beta): -4.65 / -4.43 eV
- Spin multiplicity: 2
- Highest occupied orbital energy (alpha / beta): -10.92 / -11.08 eV
- Net charge: +1

Last column: Löwdin charge in e.
Cartesian coordinates (Å):
Re: 0.077 0.068 -0.754  1.771
C: -2.448 -2.348 1.348  -0.048
C: -1.667 -3.302 0.448  -0.359
C: -2.244 -4.718 0.580  -0.057
C: -0.157 -3.328 0.692  -0.129
C: 0.337 -4.055 1.769  -0.028
C: 1.693 -4.311 1.888  -0.051
C: 2.553 -3.917 0.878  -0.042
C: 2.122 -3.160 -0.213  -0.111
C: 3.179 -2.986 -1.331  -0.329
C: 4.440 -2.255 -0.869  -0.066
C: 2.777 -2.385 -2.679  -0.063
C: 0.768 -2.788 -0.212  -0.171
N: 0.267 -1.862 -1.212  -0.088
C: -0.220 -2.407 -2.398  -0.466
O: -0.270 -3.572 -2.683  0.158
C: -0.685 -1.319 -3.313  -0.155
C: -1.244 -1.483 -4.557  0.058
C: -1.629 -0.340 -5.255  0.023
C: -1.461 0.916 -4.679  0.057
C: -0.914 0.980 -3.418  -0.155
N: -0.529 -0.115 -2.772  0.008
C: -0.798 2.215 -2.578  -0.427
O: -0.909 3.316 -3.036  0.164
N: -0.565 1.887 -1.234  -0.098
C: -0.893 2.945 -0.286  -0.176
C: 0.117 3.716 0.293  -0.137
C: -0.267 4.791 1.092  -0.022
C: -1.600 5.079 1.315  -0.045
C: -2.580 4.284 0.744  -0.021
C: -2.245 3.207 -0.064  -0.141
C: -3.349 2.322 -0.619  -0.371
C: -4.116 1.641 0.520  -0.046
C: -4.298 3.105 -1.529  -0.050
C: 1.595 3.522 0.008  -0.380
C: 2.414 3.449 1.297  -0.054
C: 2.115 4.636 -0.906  -0.044
H: -3.518 -2.449 1.152  0.090
H: -2.179 -1.308 1.175  0.040
H: -2.272 -2.582 2.400  0.088
H: -1.836 -2.996 -0.586  0.113
H: -2.342 -5.012 1.626  0.079
H: -1.620 -5.454 0.071  0.092
H: -3.239 -4.753 0.134  0.086
H: -0.352 -4.467 2.496  0.119
H: 2.067 -4.891 2.723  0.112
H: 3.587 -4.244 0.908  0.119
H: 3.473 -4.019 -1.536  0.145
H: 4.244 -1.188 -0.789  0.065
H: 5.229 -2.390 -1.610  0.088
H: 4.820 -2.622 0.084  0.070
H: 2.434 -1.354 -2.584  0.065
H: 2.025 -2.980 -3.194  0.072
H: 3.661 -2.367 -3.318  0.089
H: -1.374 -2.484 -4.946  0.139
H: -2.077 -0.429 -6.235  0.129
H: -1.759 1.833 -5.168  0.139
H: 0.496 5.429 1.522  0.114
H: -1.877 5.924 1.932  0.112
H: -3.625 4.511 0.924  0.117
H: -2.893 1.522 -1.205  0.108
H: -4.561 2.381 1.188  0.082
H: -3.456 1.005 1.114  0.057
H: -4.922 1.023 0.120  0.086
H: -4.890 3.817 -0.949  0.082
H: -4.994 2.427 -2.027  0.082
H: -3.752 3.665 -2.289  0.081
H: 1.730 2.585 -0.529  0.098
H: 2.367 4.389 1.849  0.079
H: 3.467 3.262 1.067  0.085
H: 2.053 2.663 1.962  0.073
H: 2.083 5.600 -0.394  0.085
H: 1.513 4.715 -1.812  0.081
H: 3.151 4.444 -1.196  0.084
C: 3.575 -0.264 1.832  0.021
C: 2.129 -0.276 1.467  -0.300
O: 1.845 -0.161 0.236  -0.138
C: 1.143 -0.358 2.498  -0.108
C: 1.482 -0.759 3.809  -0.004
C: 0.551 -0.716 4.811  -0.049
C: -0.741 -0.237 4.529  -0.023
C: -1.087 0.171 3.263  0.008
C: -0.149 0.090 2.233  -0.291
O: -0.508 0.510 1.024  -0.245
H: 4.160 0.160 1.024  0.093
H: 3.906 -1.292 1.998  0.102
H: 3.734 0.302 2.746  0.101
H: 2.477 -1.131 4.016  0.122
H: 0.813 -1.025 5.813  0.114
H: -1.481 -0.195 5.318  0.120
H: -2.076 0.546 3.032  0.122

=====

No. 3
DFT (ωB97M-V/def2-TZVPD) results for C39H45AsBrF4N7O3PS3V as an isolated structure.

- Maximum force: 0.56 eV Å⁻¹
- DFT total energy: -9811.2442 Ha
- Frontier orbital gap (alpha / beta): 8.393 / 8.423 eV
- LUMO level (alpha / beta): -2.08 / -2.18 eV
- ΔE to the lowest compared entry with this formula, charge and spin: 0.000 eV
- Spin multiplicity: 4
- Highest occupied orbital energy (alpha / beta): -10.47 / -10.60 eV
- Net charge: +1

Last column: Löwdin charge in e.
Cartesian coordinates (Å):
V: -0.617 -0.615 -0.620  0.369
F: -6.994 -2.192 2.089  0.163
C: -5.701 -1.925 2.059  -0.124
C: -4.905 -2.205 3.155  -0.124
F: -5.438 -2.739 4.242  0.156
C: -3.551 -1.914 3.105  -0.216
F: -2.835 -2.162 4.198  0.126
C: -2.946 -1.374 1.976  -0.302
P: -1.164 -0.934 1.952  1.088
C: -0.265 -2.425 2.474  -0.356
C: 1.119 -2.295 2.603  -0.126
C: 1.906 -3.391 2.922  -0.066
C: 1.321 -4.638 3.084  -0.067
C: -0.048 -4.785 2.912  -0.069
C: -0.838 -3.687 2.608  -0.088
C: -1.139 0.187 3.395  -0.360
C: -2.043 1.246 3.388  -0.110
C: -2.055 2.172 4.419  -0.083
C: -1.149 2.060 5.465  -0.070
C: -0.250 1.006 5.479  -0.065
C: -0.246 0.070 4.453  -0.083
C: -3.784 -1.068 0.906  -0.517
Br: -3.165 -0.162 -0.649  0.994
C: -5.136 -1.341 0.936  -0.257
F: -5.919 -1.046 -0.098  0.099
H: 1.592 -1.333 2.432  0.101
H: 2.976 -3.270 3.035  0.112
H: 1.931 -5.496 3.335  0.111
H: -0.507 -5.760 3.014  0.115
H: -1.900 -3.828 2.461  0.106
H: -2.750 1.359 2.572  0.108
H: -2.776 2.981 4.406  0.110
H: -1.157 2.781 6.273  0.109
H: 0.446 0.896 6.301  0.110
H: 0.445 -0.758 4.509  0.096
N: 2.661 0.939 -0.711  0.124
C: 2.596 -0.411 -0.680  -0.680
N: 1.487 -1.088 -0.507  0.005
C: 1.728 -2.455 -0.510  -0.336
C: 3.022 -2.807 -0.661  -0.322
S: 4.010 -1.397 -0.798  1.088
C: 0.571 -3.342 -0.480  -0.329
C: 0.593 -4.691 -0.486  -0.314
S: -0.995 -5.301 -0.712  1.122
C: -1.597 -3.691 -0.788  -0.686
N: -0.690 -2.766 -0.590  -0.011
N: -2.914 -3.426 -1.058  0.112
H: 1.797 1.453 -0.608  0.024
H: 3.436 1.395 -1.157  0.108
H: 3.444 -3.795 -0.749  0.087
H: 1.442 -5.347 -0.398  0.091
H: -3.460 -4.247 -1.276  0.103
H: -3.019 -2.731 -1.789  0.071
C: 0.618 3.711 -1.559  -0.292
As: -0.567 2.180 -1.890  1.066
C: -0.250 2.016 -3.800  -0.282
C: -2.293 3.091 -1.967  -0.309
H: 0.245 4.585 -2.093  0.037
H: 1.606 3.472 -1.958  0.022
H: 0.710 3.940 -0.498  -0.007
H: -0.277 3.006 -4.257  0.040
H: -1.016 1.381 -4.239  0.022
H: 0.721 1.555 -3.972  0.028
H: -2.210 3.978 -2.594  0.036
H: -2.627 3.380 -0.972  0.009
H: -3.030 2.421 -2.408  0.016
C: 3.416 -0.922 -7.999  -0.047
C: 2.344 -1.076 -6.957  -0.267
C: 1.000 -1.130 -7.308  -0.025
C: 0.011 -1.270 -6.343  -0.038
C: 0.371 -1.356 -5.009  -0.280
C: 1.707 -1.309 -4.636  -0.058
C: 2.682 -1.166 -5.606  -0.035
S: -0.887 -1.578 -3.787  0.476
O: -2.123 -1.038 -4.307  -0.313
O: -0.920 -2.979 -3.424  -0.295
O: -0.384 -0.728 -2.656  -0.532
H: 2.990 -0.878 -9.000  0.077
H: 4.116 -1.759 -7.966  0.085
H: 3.991 -0.009 -7.836  0.084
H: 0.718 -1.061 -8.352  0.116
H: -1.035 -1.300 -6.618  0.118
H: 1.975 -1.383 -3.589  0.101
H: 3.727 -1.130 -5.315  0.115
C: 0.269 4.981 3.039  -0.049
N: 0.219 3.919 2.049  -0.154
C: -1.058 3.797 1.378  -0.087
C: 1.090 2.859 2.060  -0.449
N: 0.740 1.709 1.585  0.135
N: 2.334 3.136 2.626  -0.171
C: 3.096 4.260 2.094  -0.058
C: 3.161 2.005 2.991  -0.070
H: -0.648 4.967 3.637  0.085
H: 0.347 5.962 2.563  0.093
H: 1.112 4.842 3.709  0.087
H: -1.869 3.686 2.102  0.075
H: -1.051 2.922 0.736  0.025
H: -1.251 4.695 0.784  0.096
H: 1.554 1.105 1.560  0.009
H: 2.432 4.999 1.655  0.079
H: 3.794 3.924 1.317  0.089
H: 3.674 4.739 2.886  0.094
H: 3.634 1.522 2.123  0.081
H: 2.566 1.268 3.530  0.081
H: 3.954 2.353 3.653  0.095

=====

> Which of these has the highest DFT total energy?

C39H44N3O4Re

=====

> Look up the DFT total energy of the second one.

-2055.8885 Ha

=====

> What is the formula in the second record?

C39H44N3O4Re

=====

> maximum force of number 3 (C39H45AsBrF4N7O3PS3V)?

0.56 eV Å⁻¹